Record 1
This record from the Open Molecules 2025 dataset describes a structure of composition C17H27ClN2O3. The level of theory is the ωB97M-V functional and the def2-TZVPD basis.

Output
Energy above the lowest of the compared OMol25 structures with the same formula, charge and spin in kJ/mol: 1777.31
HOMO-LUMO gap in eV: 8.837
Total charge: 0

```
50
Properties=species:S:1:pos:R:3:mulliken_charge:R:1
C 4.0437 -0.2546 -0.4735 -0.747
C 3.5619 -1.4157 -1.2186 -0.339
H 3.3955 -2.3131 -0.5848 0.412
H 4.4001 -1.6690 -2.0342 0.288
O 2.5499 -1.1063 -2.1035 -0.316
C 1.3652 -1.3293 -1.4316 0.884
C 1.2440 -1.7270 -0.0213 -1.394
C -0.2427 -1.6417 0.3114 0.329
C -1.3488 -1.4143 -0.4492 0.947
C -1.1336 -1.0416 -1.6331 -0.827
C 0.0307 -1.1743 -2.3418 -0.277
O 0.0887 -0.6865 -3.7316 -0.464
C 1.3688 -0.0367 -4.2215 -0.737
H 0.8796 0.0726 -5.1780 0.360
H 1.7770 0.6567 -3.7648 0.325
H 2.0783 -1.1539 -4.3167 0.195
H -1.8799 -0.7910 -2.1853 0.810
C -2.6474 -1.4503 0.3184 -1.909
N -3.1802 -0.1579 0.9504 -0.322
H -2.2790 -0.1432 1.7127 0.291
C -3.0593 1.0271 0.0089 0.045
C -3.2277 2.0616 0.8984 -0.780
H -3.3576 2.9956 0.1844 0.339
C -2.1503 2.3287 2.0275 -1.480
N -1.0537 2.1444 1.2759 0.633
C -0.0082 1.9676 2.6346 -1.493
C 1.4796 1.4630 2.1169 -1.378
H 1.9742 1.2092 2.7675 1.763
O 2.0185 2.0553 1.0671 -0.460
C 0.9995 2.3292 0.0728 -0.069
C -0.4033 2.9431 0.4430 -0.791
H -0.9988 3.1892 -0.4122 0.617
H -0.1206 3.9420 0.9573 0.272
H 1.5656 3.0734 -0.7248 0.268
H 0.8004 1.3994 -0.4772 -0.232
H 0.9780 0.2061 1.6327 0.011
H -0.4098 1.3839 3.2405 0.854
H 0.3365 2.7195 3.2640 0.267
H -2.4554 1.8541 2.8250 0.753
H -2.2013 3.3711 2.2228 0.399
H -4.2100 2.2146 1.5859 0.278
H -3.8234 0.5840 -0.5196 0.587
H -2.0604 1.0470 -0.5353 -0.179
H -2.6994 -2.1821 1.0218 0.701
H -3.4654 -1.5728 -0.6589 0.273
Cl -0.4197 -1.9921 2.2115 -0.194
H 1.9236 -1.8248 0.6226 0.816
H 4.2398 0.7129 -1.1095 0.220
H 4.8744 -0.3714 -0.1073 0.717
H 3.3432 -0.0369 0.0682 -0.265
```


Record 2
This record from the Open Molecules 2025 dataset describes a structure of composition C39H28Br2F4KN14S4. The level of theory is the ωB97M-V functional and the def2-TZVPD basis.

Output
HOMO-LUMO gap (spin up / spin down) in eV: 4.905 / 4.905
Total charge: +1

```
92
Properties=species:S:1:pos:R:3:mulliken_charge:R:1
K 0.3432 -0.1010 -0.0296 0.786
S -3.0237 -5.1228 5.4299 0.122
N -2.6594 -3.5579 5.5659 -0.698
C -2.2057 -3.1737 4.3857 1.021
C -1.7756 -1.8347 4.0418 0.434
C -1.8121 -0.7786 4.9556 -0.875
C -1.4080 0.4680 4.5419 -0.814
C -0.9674 0.6224 3.2258 -0.912
N -0.9021 -0.3708 2.3561 1.593
C -1.3144 -1.5874 2.7405 -0.877
C -1.2587 -2.6851 1.7444 -0.694
N -0.7907 -2.4039 0.5203 1.310
C -0.7232 -3.3776 -0.3712 -0.902
C -1.1267 -4.6883 -0.1200 -1.479
C -1.6144 -4.9913 1.1307 -0.419
C -1.6801 -3.9799 2.0881 0.490
C -2.1616 -4.2191 3.4320 0.564
N -2.5812 -5.3805 3.9012 -0.652
H -2.1610 -0.9591 5.9643 0.562
H -1.4375 1.3216 5.2047 0.514
H -0.6709 1.5987 2.8569 0.255
H -0.3208 -3.1076 -1.3448 0.465
H -1.0388 -5.4427 -0.8907 0.585
H -1.9391 -5.9907 1.3914 0.558
Br 2.4061 2.3322 1.1023 -0.091
C 2.9926 2.8740 -0.6516 -0.533
Br 1.5883 2.8479 -1.9684 -0.107
H 3.7610 2.1841 -0.9707 0.373
H 3.3571 3.8884 -0.5774 0.403
C -3.8399 4.5252 1.8153 -0.617
C -2.5145 5.0274 1.2508 -0.934
S -1.4717 3.8566 0.3548 0.143
C -2.5347 3.2766 -0.9848 -0.987
C -3.6021 2.2043 -0.6746 -1.006
S -2.9913 0.9080 0.4317 0.278
C -4.3461 0.6807 1.5965 -0.717
C -4.8939 1.9275 2.3102 -1.134
S -3.6954 3.1235 2.9623 -0.045
H -4.5212 4.2462 1.0145 0.249
H -4.3115 5.3542 2.3457 0.481
H -1.8713 5.3796 2.0604 0.375
H -2.7160 5.8945 0.6172 0.424
H -1.8322 2.8787 -1.7207 0.331
H -3.0137 4.1345 -1.4614 0.558
H -3.9191 1.7696 -1.6247 0.473
H -4.4859 2.6555 -0.2305 0.349
H -3.9340 -0.0182 2.3302 0.184
H -5.1850 0.1688 1.1183 0.531
H -5.4864 1.5840 3.1596 0.494
H -5.5909 2.4677 1.6696 0.502
N 1.5855 -0.5230 -3.5508 -0.170
C 2.3994 -1.3117 -2.8267 0.223
N 3.3398 -1.9723 -3.4972 -0.740
C 4.1044 -2.7610 -2.7464 0.411
N 5.0889 -3.4398 -3.3485 -0.336
N 3.9625 -2.9393 -1.4179 -0.682
C 3.0117 -2.2142 -0.8584 -0.228
N 2.1993 -1.3610 -1.4901 0.302
C 2.8582 -2.4055 0.6206 0.759
C 3.3513 -3.5685 1.2028 -0.738
C 3.2129 -3.7382 2.5701 -0.603
C 2.6138 -2.7320 3.3099 -0.867
C 2.1615 -1.6054 2.6399 -0.165
N 2.2595 -1.4440 1.3236 0.104
H 1.6770 -0.5454 -4.5510 0.259
H 0.7609 -0.1249 -3.1394 -0.013
H 5.2329 -3.3355 -4.3359 0.247
H 5.6764 -4.0425 -2.8031 0.239
H 3.8346 -4.3079 0.5825 0.500
H 3.5769 -4.6372 3.0498 0.442
H 2.4989 -2.8078 4.3830 0.480
H 1.6905 -0.7955 3.1880 0.498
F -5.3721 -3.2716 -4.8411 -0.307
C -5.1370 -3.4900 -3.5619 -0.253
C -5.7916 -4.4770 -2.9326 0.076
F -6.6606 -5.1983 -3.6089 -0.298
C -5.5688 -4.8069 -1.5342 0.196
C -4.6388 -3.9195 -0.8589 0.594
C -3.9863 -2.9373 -1.4907 0.325
F -3.1732 -2.1594 -0.8013 0.491
C -4.1509 -2.6594 -2.9023 0.327
C -3.4278 -1.7026 -3.5463 1.165
C -2.3640 -0.9768 -2.9198 -0.474
N -1.4741 -0.4064 -2.4747 -0.255
C -3.5648 -1.3559 -4.9304 -0.539
N -3.6417 -0.9898 -6.0169 -0.451
F -4.4352 -4.0836 0.4332 -0.277
C -6.1639 -5.8624 -0.9178 1.187
C -5.9153 -6.2241 0.4472 -0.211
N -5.7019 -6.5636 1.5236 -0.466
C -7.0834 -6.7515 -1.5634 -0.235
N -7.8006 -7.5208 -2.0256 -0.431
```


The lowest total charge belongs to which entry?
C17H27ClN2O3


total charge of number 1 (C17H27ClN2O3)?
0


Among the records above, which one has the lowest total charge?
C17H27ClN2O3


Among the records above, which one has the highest total charge?
C39H28Br2F4KN14S4